# 1
14
Properties=species:S:1:pos:R:3:forces:R:3 method="wB97M-V/def2-TZVPD" homo_lumo_gap_ev="4.733 / 6.307" total_charge=+3 multiplicity=6 lumo_ev="-15.30 / -20.83"
O -0.898127 2.617091 -2.486667 1.359 -4.452 4.274
C -0.645687 1.794210 -1.696820 -3.339 10.617 -10.176
Fe -0.266471 0.602186 -0.555194 0.458 -2.757 2.823
O 0.412253 1.932831 2.019168 -1.148 -2.109 -3.893
C 0.122729 1.398395 1.022538 1.798 3.546 6.447
C -0.435476 -1.026328 -1.321661 -0.558 -6.671 -3.465
O -0.512018 -2.065234 -1.849313 0.282 4.006 2.065
C 1.506760 0.276642 -0.645082 7.341 -1.378 -0.358
O 2.656911 0.058291 -0.692129 -4.427 0.852 0.172
C -1.791879 0.107237 0.320116 -6.037 -1.726 3.232
O -2.779573 -0.182245 0.855724 3.722 1.078 -2.014
O 0.610142 -1.989383 1.925435 -2.570 -1.725 2.255
H 1.165089 -1.250697 2.036025 2.426 3.007 1.708
H 0.855348 -2.272995 1.067861 0.693 -2.287 -3.069

***

# 2
27
Properties=species:S:1:pos:R:3:forces:R:3 method="wB97M-V/def2-TZVPD" homo_lumo_gap_ev="4.848 / 5.534" total_charge=+1 multiplicity=2 lumo_ev="-7.38 / -6.69"
O 0.129560 1.759606 3.433542 0.310 5.252 -2.878
V 0.123720 3.123286 2.494552 -0.536 -7.448 0.332
Br 1.310950 2.281346 0.382192 -1.044 1.279 2.098
C 1.567400 -1.159824 -2.557048 0.199 -0.517 -1.192
C 2.111540 -1.579294 -1.235298 -0.134 0.744 1.737
C 2.750260 -2.959314 -1.045368 -0.221 0.106 -0.654
O 3.041430 -0.535264 -0.766218 -0.512 -1.032 -0.217
H 0.872390 -1.915504 -2.923108 0.206 -0.203 -0.314
H 2.395350 -0.985324 -3.244188 -0.141 -0.209 -0.318
H 0.970430 -0.247914 -2.545828 0.162 0.226 0.480
H 1.236670 -1.513844 -0.588438 -0.077 -0.288 0.626
H 2.074920 -3.796134 -1.223548 -0.471 0.299 -0.435
H 3.048700 -3.166554 -0.017708 0.440 0.621 -0.065
H 3.559780 -3.082734 -1.764768 0.311 -0.024 0.307
H 2.453510 0.202246 -0.587228 0.278 0.172 0.027
C -2.433740 1.415516 -0.143708 -0.961 0.324 -1.602
C -2.582110 1.354526 1.305312 0.305 -3.303 -0.209
C -1.949140 0.054526 1.774132 0.167 0.961 1.451
O -1.912620 2.526696 1.722422 1.795 2.453 2.397
H -1.374500 1.442556 -0.399418 -0.121 -0.003 -0.079
H -2.911430 2.359286 -0.406788 -0.005 -0.056 -1.013
H -2.910720 0.571256 -0.641508 -0.065 0.197 -0.131
H -3.602300 1.337506 1.688732 -0.080 0.546 -0.099
H -2.626660 -0.763764 1.530262 0.266 0.017 -0.141
H -1.876580 0.123046 2.859552 0.050 -0.450 0.172
H -0.937110 -0.076204 1.391002 -0.140 -0.181 -0.242
H -2.529700 3.230286 1.508472 0.020 0.516 -0.038

***

# 3
57
Properties=species:S:1:pos:R:3:forces:R:3 method="wB97M-V/def2-TZVPD" homo_lumo_gap_ev=5.868 total_charge=-1 multiplicity=1 lumo_ev=2.44
Cu 0.949348 -0.609778 0.688162 0.451 -0.041 -0.782
S 3.234058 -1.112958 -0.887918 2.072 4.236 -1.901
O 2.827188 -1.755928 0.337412 -1.706 -2.057 3.156
O 4.006558 -1.856708 -1.811958 0.814 -3.507 -1.695
O 1.986228 -0.640558 -1.558848 -2.123 0.368 0.140
O 4.092458 0.039732 -0.571818 -0.457 1.389 1.168
C -1.887362 -2.783598 1.753222 -1.005 2.012 0.225
C -1.563902 -2.775888 0.275432 0.915 -3.845 1.129
C -2.767332 -3.255818 -0.436048 -1.683 -0.081 -1.614
O -3.342872 -4.520188 -0.048528 -1.232 2.314 -0.311
C -2.663682 -5.589058 -0.608128 0.877 -0.014 0.601
N -0.987162 -1.645388 -0.337738 -0.068 1.304 1.375
H -1.172902 -2.086368 2.190872 -0.018 -0.747 0.771
H -2.130312 -3.721918 2.251842 1.181 -0.369 -0.302
H -2.888212 -2.360358 1.838562 -0.201 0.851 0.224
H -0.820762 -3.572578 0.241872 0.372 -0.125 -0.594
H -2.596812 -3.149548 -1.507368 0.388 -1.037 -0.528
H -3.551782 -2.500278 -0.392368 -0.453 0.084 0.915
H -2.414442 -5.383008 -1.649058 0.287 -0.181 -0.081
H -3.250172 -6.505758 -0.546578 -0.056 0.120 0.159
H -1.805172 -5.609528 0.063172 0.826 -1.187 -0.739
H -1.746302 -1.019548 -0.566068 0.611 0.529 -0.755
H -0.267962 -1.840398 -1.019518 -0.168 0.284 -0.555
C 0.215398 2.453972 -1.613978 -1.734 1.482 -2.800
C 0.983208 2.779832 -2.995928 0.155 -1.971 0.376
C 1.114038 4.238602 -3.507358 -0.468 -0.079 1.635
O -0.191602 4.848712 -3.669728 1.306 0.981 0.557
C -0.110122 6.258512 -3.988338 -0.964 -1.096 -0.646
N 2.258758 2.116702 -2.813958 1.291 1.176 -0.409
H -0.810092 2.613162 -1.947358 -0.684 1.251 0.884
H 0.617298 3.134322 -0.863188 -0.422 0.016 0.143
H 0.030638 1.447672 -1.238058 1.646 -0.421 -0.411
H 0.595438 2.355072 -3.921838 -0.998 -0.913 0.501
H 1.640378 4.312232 -4.459008 0.179 -0.449 -0.020
H 1.717548 4.727112 -2.742348 -0.004 0.807 0.062
H -1.157732 6.522402 -4.133188 0.045 0.262 -0.031
H 0.403868 6.424002 -4.935188 0.161 -0.181 -0.225
H 0.322178 6.975962 -3.290858 0.221 -0.586 0.710
H 2.602438 2.418002 -1.913288 0.701 0.482 0.191
H 2.123628 1.152952 -2.543748 -0.289 -0.924 -0.466
C -1.488722 0.440362 2.830272 0.547 -0.494 1.049
C -0.091082 1.069842 3.042882 0.186 -0.124 -0.866
C 0.926488 0.087142 3.642242 -0.659 -0.497 -0.279
O 0.884438 -1.191548 2.942262 -0.336 2.042 1.416
C 1.633608 -2.110628 3.678992 0.675 -1.979 -0.837
N 0.415298 1.444712 1.746802 1.307 -0.283 -1.503
H -1.521472 -0.430698 3.484702 -0.534 0.212 0.490
H -1.602582 -0.056698 1.866902 0.294 0.658 -0.282
H -2.316922 1.121492 3.025892 0.082 -0.051 -0.011
H -0.070842 1.996472 3.616502 -0.517 -0.280 0.893
H 0.699518 -0.003908 4.704452 -0.268 -0.532 0.180
H 1.973088 0.390152 3.612122 0.008 0.619 -0.311
H 2.529878 -1.758428 4.189632 -0.118 0.695 -0.039
H 2.009548 -2.814798 2.936762 0.063 -0.160 0.007
H 1.034648 -2.686828 4.384222 -0.318 0.225 0.237
H 1.386448 1.707472 1.835832 0.442 -0.044 -0.091
H 0.004688 2.272112 1.338282 -0.620 -0.144 -0.111

***

# 4
8
Properties=species:S:1:pos:R:3:forces:R:3 method="wB97M-V/def2-TZVPD" homo_lumo_gap_ev="8.404 / 7.158" multiplicity=1 lumo_ev="-1.17 / -2.08"
C -1.443941 0.088486 -0.425715 -2.209 -0.933 -0.528
N -0.285677 -0.100238 0.126687 -0.137 -0.621 0.731
N -1.282161 1.072118 -1.471813 1.299 0.785 0.249
O -0.168493 1.560303 -1.684286 -0.095 0.832 -0.907
O -2.398164 1.521356 -2.136435 -0.825 -0.223 0.015
S -2.504072 2.702331 -3.335844 1.016 -1.184 1.385
H 0.376156 0.642491 -0.210333 0.701 -1.361 0.866
H -0.219572 -0.928850 0.835858 0.250 2.706 -1.811

***

# 5
21
Properties=species:S:1:pos:R:3:forces:R:3 method="wB97M-V/def2-TZVPD" homo_lumo_gap_ev=6.839 total_charge=-1 multiplicity=1 lumo_ev=3.49
C 2.938645 0.826908 0.359835 -0.161 1.208 0.362
C 2.390504 1.139663 -0.960090 -1.651 -0.798 -0.899
C 2.078297 1.127948 1.364458 -0.808 -0.081 -1.278
C 1.054109 1.377435 -0.992955 0.631 0.019 1.625
C -2.342471 0.910887 -0.148211 0.041 -0.438 0.584
C -1.162400 -2.606728 -0.096882 -0.939 -0.346 0.763
C -1.806028 -1.302578 -0.446148 1.029 0.790 0.209
N -1.639597 -0.271586 0.248806 -0.881 -1.254 0.497
O -1.530237 1.891462 -0.199449 -1.749 0.533 -0.920
O -3.568393 0.797705 -0.265314 0.486 0.941 -0.311
O -0.696680 -2.655233 1.275944 -0.336 -0.505 -1.409
P 0.259953 1.401932 0.666846 2.864 1.360 0.784
H 3.964786 0.631792 0.607361 0.548 -0.457 -0.461
H 2.682080 1.048062 -2.011349 1.552 -0.162 0.638
H 2.371626 0.973535 2.398750 -0.104 0.033 0.059
H -1.985564 -3.365669 -0.322591 1.258 0.295 0.335
H -0.294994 -2.747458 -0.757188 -0.226 -0.265 0.294
H -2.340773 -1.195702 -1.368846 -0.519 -0.523 -0.829
H 0.613487 1.572424 -1.946107 -0.715 0.108 -0.209
H -1.438345 -2.401107 1.834912 0.041 0.287 -0.078
H 0.452001 2.846311 0.758208 -0.359 -0.746 0.245

***

# 6
54
Properties=species:S:1:pos:R:3:forces:R:3 method="wB97M-V/def2-TZVPD" homo_lumo_gap_ev=8.494 multiplicity=1 lumo_ev=0.16
C -1.322653 1.209929 -2.977576 -1.993 -0.487 -1.572
N -0.349356 0.149736 -2.881642 0.604 0.105 -0.551
C -0.205205 -0.582270 -1.682050 -0.455 3.058 -0.515
C -0.310078 0.078155 -0.518754 0.112 -1.446 -0.917
C 0.147836 -0.594037 0.697252 -0.442 0.888 1.477
C -0.711117 -1.188672 1.516387 0.473 -0.491 3.401
H -1.179752 2.198585 -2.570335 0.915 -0.045 0.749
H -1.569253 1.484327 -4.041153 0.648 -0.634 0.706
H -2.258744 0.742699 -2.629839 -0.230 0.755 0.325
H -0.427989 -0.414544 -3.704561 0.113 -0.394 -0.116
H 0.042843 -1.591784 -1.851611 0.610 -1.053 0.346
H -0.739916 1.074669 -0.464111 0.178 -0.323 -0.198
H 1.207402 -0.421875 0.979843 -1.114 -0.664 -0.229
H -0.482247 -1.693173 2.558026 0.311 1.048 -2.282
H -1.784249 -1.185397 1.470673 -0.252 0.016 -0.948
H 1.302860 2.646958 3.007785 -3.186 1.043 -0.476
H -0.396488 3.214585 2.749045 2.830 -0.686 -0.238
O 0.597767 3.268629 2.517555 0.223 -0.230 1.788
H 0.086794 -3.050698 0.620298 -0.143 -0.174 0.054
H -0.307958 -4.248890 -0.262683 -0.622 1.141 1.350
O -0.677164 -3.626464 0.439877 0.805 -1.635 -1.641
H 1.587385 1.450837 -2.674368 -0.333 -0.507 -0.460
H 1.750578 2.461292 -1.617471 -0.729 1.171 1.763
O 2.241356 2.017199 -2.269320 1.210 -0.911 -1.374
H -3.906733 -0.411280 0.745620 0.940 1.191 -2.361
H -3.019847 -0.768460 -0.401835 1.013 -2.046 -1.219
O -3.426057 0.001623 -0.074176 -2.584 0.739 3.494
H 0.365079 2.213126 0.005679 -0.893 -0.086 0.170
H 1.162094 2.784548 1.214524 -0.905 0.258 -0.521
O 1.234994 2.458752 0.278041 1.757 -0.122 -0.542
H 2.664424 -0.282656 -0.764133 -0.414 0.157 -0.505
H 3.749745 -0.762147 0.103833 -0.297 -0.225 -0.196
O 3.039410 -1.112890 -0.464187 0.947 -0.234 0.056
H 2.426594 -2.244547 1.107869 5.764 3.308 -3.556
H 2.058569 -2.980798 2.323558 -0.375 0.131 -0.559
O 1.733325 -2.586485 1.492091 -4.790 -3.914 4.493
H 2.305688 -3.609975 -0.487250 1.476 0.383 2.729
H 2.221099 -3.087539 -1.856348 0.314 0.535 -0.442
O 1.834762 -3.715570 -1.260071 -1.907 -1.022 -2.431
H -2.600606 2.408006 -1.543240 -0.657 0.299 0.539
H -3.593800 3.257184 -0.644235 0.003 -0.298 -0.235
O -2.963248 3.292279 -1.369341 0.243 0.145 -0.250
H 2.370929 1.171257 0.661094 1.422 0.080 1.921
H 3.765935 1.435061 1.548649 -1.649 -1.024 -0.595
O 3.022138 0.776360 1.386981 0.813 1.569 -1.122
H 2.196393 0.501810 2.998862 0.112 -0.651 -0.832
H 0.904202 0.585842 3.901257 -2.053 -1.618 0.617
O 1.649431 1.011216 3.583249 1.868 2.401 0.545
H -2.195349 -2.862305 -0.229033 5.328 -1.856 1.969
H -3.281629 -3.228057 -1.135289 -0.606 -1.080 -1.152
O -2.995607 -2.604938 -0.506403 -4.717 2.768 -0.830
H -2.360458 0.892106 1.007487 1.406 1.659 0.334
H -2.639436 2.239599 0.793938 -4.350 3.715 -2.543
O -1.964678 1.829074 1.171529 3.257 -4.706 2.585

***

# 7
63
Properties=species:S:1:pos:R:3:forces:R:3 method="wB97M-V/def2-TZVPD" homo_lumo_gap_ev=5.949 total_charge=-2 multiplicity=1 lumo_ev=4.48
Cd -16.534730 -2.292730 -7.053451 -0.238 -0.398 -0.003
O -15.905656 -5.321469 -10.212726 -0.079 0.267 -0.236
C -16.246080 -4.411503 -9.451997 0.634 -0.487 1.586
O -15.526088 -3.828122 -8.563067 -0.258 -0.287 -0.725
C -17.715011 -4.020234 -9.420054 0.390 1.302 0.711
C -18.694050 -4.695038 -10.105019 0.946 -1.611 -0.175
C -19.950085 -4.179941 -10.124488 -1.654 0.566 -0.237
C -20.212273 -2.949896 -9.504291 1.142 -0.865 0.069
C -19.216779 -2.377934 -8.705911 -0.394 -0.502 0.178
N -18.004748 -2.954025 -8.646603 -0.618 0.112 -0.902
C -19.595044 -1.270248 -7.615332 0.514 -1.926 -1.277
O -20.650910 -0.670216 -7.823946 0.082 0.431 0.386
O -18.791204 -1.344165 -6.667705 -0.232 0.705 0.434
H -18.451735 -5.700351 -10.496922 -0.065 0.900 -0.073
H -20.738353 -4.769563 -10.628378 0.285 0.603 0.312
H -21.164465 -2.501986 -9.507089 -0.986 0.491 -0.052
C -15.974650 -1.285903 -2.645270 0.592 1.204 0.887
C -15.935291 -1.282098 -4.117166 1.002 -1.148 -0.933
S -16.220057 -2.936079 -4.643780 -0.332 -0.465 -0.749
C -15.576327 -0.227313 -4.878643 -0.563 0.817 1.812
C -15.431349 1.100140 -4.046748 0.935 1.630 -3.017
S -15.342896 -0.227138 -6.610178 0.371 0.937 -0.165
H -16.779102 -0.691805 -2.339458 -1.488 1.434 0.727
H -15.125271 -0.859678 -2.093225 0.215 -0.207 -0.389
H -16.253016 -2.214552 -2.229925 0.223 -1.330 0.223
H -15.267396 2.069191 -4.760936 -0.595 -2.359 1.449
H -14.494154 1.056042 -3.493024 -0.091 0.005 0.443
H -16.287282 1.323052 -3.402404 0.181 -0.185 0.007
C -21.178391 2.719264 -7.560305 1.696 -0.707 -0.835
N -20.115758 2.144033 -6.759502 -0.527 0.605 0.924
C -18.789801 2.011430 -7.084863 -1.428 -1.233 -0.120
Se -18.090784 2.475227 -8.694302 0.367 0.369 -0.278
N -18.246013 1.260151 -6.113655 -0.324 1.525 0.475
C -19.150902 1.071566 -5.061818 1.063 0.327 -2.669
C -18.999628 0.322109 -3.972106 1.449 -1.780 1.646
C -20.122134 0.141431 -3.188141 -0.161 -0.239 1.964
C -21.352141 0.686230 -3.554325 -0.132 0.392 1.155
C -21.490501 1.418936 -4.742380 -2.445 -0.157 0.036
C -20.360401 1.597172 -5.476641 0.665 0.551 -1.846
H -20.829800 3.418673 -8.305968 0.524 0.173 0.064
H -21.846065 3.178745 -6.930031 -1.558 1.330 1.621
H -21.717952 1.970102 -8.085321 -0.301 -1.075 -0.494
H -17.314681 0.887352 -6.239508 0.490 -0.366 0.158
H -18.015634 -0.180979 -3.817185 -1.082 0.450 0.037
H -20.032248 -0.351474 -2.166586 -0.141 0.456 -1.576
H -22.123649 0.657154 -2.750858 0.193 -0.144 -1.172
H -22.516815 1.696701 -5.146279 1.498 -0.137 0.719
C -12.990763 -3.331002 -6.300181 -0.661 -1.314 0.795
C -12.818987 -4.735830 -6.837845 -0.876 -0.368 -0.407
S -13.341666 -5.986194 -5.633880 1.175 -1.037 -0.102
O -12.618215 -7.245945 -6.112321 -0.565 0.519 0.457
C -15.097741 -6.188756 -6.014227 -0.088 1.568 -0.312
C -15.485326 -7.315092 -6.903116 -0.709 -1.822 -0.862
H -12.563505 -2.609205 -6.944268 0.027 0.870 -0.786
H -12.496940 -3.264565 -5.340924 0.383 0.085 0.376
H -14.042973 -3.179121 -6.054406 0.143 0.502 -0.385
H -11.796317 -4.997088 -7.030806 0.642 -0.215 0.098
H -13.384527 -4.974698 -7.750370 0.032 0.460 0.129
H -15.400004 -5.247748 -6.477964 0.206 0.164 -0.101
H -15.642400 -6.170225 -5.080520 0.064 -0.307 0.404
H -14.718894 -7.751878 -7.564928 0.116 0.771 0.280
H -16.328352 -7.010408 -7.571903 0.550 -0.331 0.648
H -15.769642 -8.197040 -6.290322 -0.203 0.481 -0.334

***

Please write out number 5 again, unchanged.
21
Properties=species:S:1:pos:R:3:forces:R:3 method="wB97M-V/def2-TZVPD" homo_lumo_gap_ev=6.839 total_charge=-1 multiplicity=1 lumo_ev=3.49
C 2.938645 0.826908 0.359835 -0.161 1.208 0.362
C 2.390504 1.139663 -0.960090 -1.651 -0.798 -0.899
C 2.078297 1.127948 1.364458 -0.808 -0.081 -1.278
C 1.054109 1.377435 -0.992955 0.631 0.019 1.625
C -2.342471 0.910887 -0.148211 0.041 -0.438 0.584
C -1.162400 -2.606728 -0.096882 -0.939 -0.346 0.763
C -1.806028 -1.302578 -0.446148 1.029 0.790 0.209
N -1.639597 -0.271586 0.248806 -0.881 -1.254 0.497
O -1.530237 1.891462 -0.199449 -1.749 0.533 -0.920
O -3.568393 0.797705 -0.265314 0.486 0.941 -0.311
O -0.696680 -2.655233 1.275944 -0.336 -0.505 -1.409
P 0.259953 1.401932 0.666846 2.864 1.360 0.784
H 3.964786 0.631792 0.607361 0.548 -0.457 -0.461
H 2.682080 1.048062 -2.011349 1.552 -0.162 0.638
H 2.371626 0.973535 2.398750 -0.104 0.033 0.059
H -1.985564 -3.365669 -0.322591 1.258 0.295 0.335
H -0.294994 -2.747458 -0.757188 -0.226 -0.265 0.294
H -2.340773 -1.195702 -1.368846 -0.519 -0.523 -0.829
H 0.613487 1.572424 -1.946107 -0.715 0.108 -0.209
H -1.438345 -2.401107 1.834912 0.041 0.287 -0.078
H 0.452001 2.846311 0.758208 -0.359 -0.746 0.245